2 unconnected molecules or ions with the total composition C4H7NS in a non-equilibrium geometry, computed with wB97M-V/def2-TZVPD.

Last column: natural (NBO) charge in e.
Element x y z (Å)
1 C -1.0447 0.4554 -0.0260  0.155
2 C -1.4827 1.6879 0.0644  -0.442
3 C 1.2362 -0.9305 -0.0255  -0.392
4 C -0.1219 -0.4963 -0.5860  -0.186
5 N -1.3594 -0.8376 0.2601  -0.561
6 S 2.4921 0.4540 0.3276  -0.023
7 H -1.0773 2.5798 -0.4666  0.213
8 H -2.2869 1.9668 0.6189  0.202
9 H 0.7682 -1.3748 1.5553  0.079
10 H 1.7761 -1.8861 -0.2213  0.236
11 H -0.1889 -1.0006 -1.6356  0.222
12 H -1.1084 -1.2628 1.1256  0.380
13 H 2.3977 0.6448 -0.9910  0.116

The calculation puts the energy above the lowest of the compared OMol25 structures with the same formula, charge and spin at 128.0 kcal per mole. The HOMO energy comes out at -8.9 eV. The value obtained for the molecular weight is 101.174 g mol⁻¹. The value obtained for the electronic energy is -609.35452 hartree. The calculation puts the HOMO-LUMO gap at 9.222 eV. The LUMO energy is 0.013 hartree.


A molecular structure, C4H5O4Sm in a non-equilibrium geometry, computed with wB97M-V/def2-TZVPD.

Last column: Mulliken spin population.
Element x y z (Å)
1 O 3.7026 -0.8049 -0.0298  0.009
2 C 4.4507 -1.6913 -0.1864  -0.001
3 O 5.2646 -2.4861 -0.3414  0.000
4 O -0.2896 -0.9487 -0.6249  -0.017
5 C -1.6271 -0.7875 -0.5670  -0.010
6 C -2.2754 0.3820 0.0731  -0.004
7 O -1.8228 1.4233 0.5799  -0.002
8 C -0.3742 1.8215 0.7064  -0.012
9 Sm 1.3398 0.2476 0.0914  6.036
10 H -2.1650 -1.6232 -0.0508  -0.002
11 H -2.1320 -0.7811 -1.5670  -0.002
12 H -3.3748 0.3471 0.0654  0.001
13 H -0.3423 2.1620 1.7508  0.005
14 H -0.3544 2.7393 0.1001  0.000

The calculation puts the energy above the lowest of the compared OMol25 structures with the same formula, charge and spin at 36.9 kcal per mole. The expectation value of S² is 12.008. The HOMO energy (alpha / beta) comes out at -10.4 / -12.5 eV. The value obtained for the molecular weight is 267.440 g mol⁻¹. The value obtained for the electronic energy is -1114.03965 hartree. The calculation puts the HOMO-LUMO gap (alpha / beta) at 6.703 / 8.729 eV. The LUMO energy (alpha / beta) is -0.136 / -0.138 hartree. As for the charge: +1. Its spin multiplicity is 7.


7 unconnected molecules or ions with the total composition C21H53N5O13P2 in a non-equilibrium geometry, computed with wB97M-V/def2-TZVPD.

Last column: Mulliken charge in e.
Element x y z (Å)
1 C 2.6622 -1.2481 -0.9603  0.218
2 O 3.7181 -1.6110 -1.4158  -0.651
3 N 1.4917 -1.9378 -1.1603  0.325
4 C 0.2184 -1.2770 -0.9289  -0.576
5 C 1.3964 -2.9763 -2.1538  -0.870
6 H 2.5377 -0.3942 -0.2829  0.321
7 H 0.1694 -0.3810 -0.3119  -0.030
8 H -0.4802 -1.9733 -0.4591  0.191
9 H -0.2234 -0.9491 -1.8807  0.272
10 H 0.3853 -3.2477 -2.4442  0.053
11 H 1.8100 -2.6989 -3.1344  0.319
12 H 1.9858 -3.8273 -1.8112  0.363
13 C -3.5820 0.1118 0.1528  -0.052
14 O -2.3959 -0.1080 0.0486  -0.391
15 N -4.5683 -0.1288 -0.7516  0.252
16 C -5.9254 0.3551 -0.4978  -0.870
17 C -4.3046 -0.6395 -2.0834  -0.764
18 H -4.0415 0.4793 1.0900  0.280
19 H -5.9613 0.6418 0.5508  0.301
20 H -6.6440 -0.4505 -0.6482  0.309
21 H -6.1550 1.1749 -1.1794  0.302
22 H -4.9227 -1.5025 -2.3364  0.364
23 H -4.3621 0.1983 -2.7759  0.337
24 H -3.3135 -1.1017 -2.0792  -0.016
25 C 0.5919 3.5970 -1.9668  0.204
26 O 1.6802 4.1680 -2.0400  -0.637
27 N -0.5179 4.2157 -2.3593  0.208
28 C -0.5207 5.6073 -2.7727  -1.053
29 C -1.8119 3.5560 -2.2855  -1.364
30 H 0.5392 2.5775 -1.5692  0.261
31 H -0.2816 6.2974 -1.9614  0.313
32 H -1.5219 5.8364 -3.1282  0.400
33 H 0.2349 5.7771 -3.5378  0.305
34 H -2.5733 4.0217 -1.6567  0.312
35 H -2.2642 3.6850 -3.2830  0.552
36 H -1.6734 2.4816 -2.2039  0.458
37 C 5.2357 1.2372 -2.3356  0.057
38 O 5.7790 1.3375 -1.2551  -0.574
39 N 4.7768 2.2132 -3.1594  0.140
40 C 3.6740 1.9847 -4.0717  -0.797
41 C 5.1369 3.6141 -2.8743  -0.901
42 H 5.0567 0.2489 -2.8078  0.346
43 H 3.7549 2.7401 -4.8550  0.295
44 H 2.6943 2.0960 -3.6069  0.146
45 H 3.7499 1.0132 -4.5597  0.385
46 H 5.2798 4.1066 -3.8353  0.358
47 H 4.3185 4.0216 -2.2828  0.227
48 H 6.0923 3.6038 -2.3569  0.300
49 C -2.9307 -5.6551 0.0489  0.218
50 O -3.9905 -5.3841 0.5695  -0.602
51 N -2.4982 -5.2020 -1.1427  0.198
52 C -1.3427 -5.7454 -1.8131  -0.531
53 C -3.1446 -4.1857 -1.9509  -1.115
54 H -2.1604 -6.3173 0.4820  0.253
55 H -0.8121 -6.4372 -1.1546  0.288
56 H -0.6841 -5.0025 -2.2541  -0.024
57 H -1.5505 -6.4173 -2.6591  0.345
58 H -3.7301 -4.6951 -2.7332  0.443
59 H -3.9882 -3.6793 -1.4781  0.319
60 H -2.4586 -3.5071 -2.4470  0.267
61 C -0.7353 2.7759 1.2776  -0.110
62 O 0.5626 3.3369 1.4244  -0.432
63 P 1.8699 2.3911 1.4300  0.136
64 O 2.1253 1.6088 0.2093  0.338
65 O 2.9224 3.4393 1.9530  -0.384
66 C 4.0131 3.8830 1.1243  -0.561
67 O 1.6305 1.4451 2.7162  -0.205
68 C 2.6934 0.4773 2.9253  -0.646
69 H -1.4240 3.4158 1.8208  0.390
70 H -0.7896 1.7211 1.5621  0.128
71 H -1.0021 2.7099 0.2185  -0.204
72 H 4.6555 3.0485 0.8450  0.284
73 H 4.5513 4.6446 1.6822  0.294
74 H 3.5924 4.3560 0.2335  0.191
75 H 2.3358 -0.4729 2.5329  0.187
76 H 2.8952 0.3463 3.9849  0.243
77 H 3.5929 0.8104 2.4110  0.362
78 C -0.0513 0.3155 5.6470  -0.453
79 O -0.2352 -1.0962 5.8934  -0.388
80 P -0.3097 -2.0344 4.6112  1.094
81 O 0.9551 -2.0099 3.8759  -0.581
82 O -0.8432 -3.4410 5.1719  -0.362
83 C -0.1127 -4.0095 6.2447  -0.746
84 O -1.6121 -1.5159 3.8601  -0.273
85 C -2.1979 -2.3266 2.8456  -0.739
86 H -0.6798 0.8074 6.3891  0.315
87 H -0.2185 0.6316 4.6192  0.136
88 H 0.9945 0.5323 5.8900  0.222
89 H 0.2804 -4.9955 5.9888  0.286
90 H -0.7068 -4.1149 7.1540  0.279
91 H 0.7666 -3.4333 6.5483  0.307
92 H -3.0715 -1.8499 2.3996  0.162
93 H -2.5743 -3.2650 3.2511  0.406
94 H -1.5076 -2.4501 2.0097  0.341

The calculation puts the energy above the lowest of the compared OMol25 structures with the same formula, charge and spin at 0.0 kcal per mole. The HOMO energy comes out at -8.5 eV. The value obtained for the molecular weight is 645.625 g mol⁻¹. The value obtained for the electronic energy is -2766.70777 hartree. The calculation puts the HOMO-LUMO gap at 8.667 eV. The LUMO energy is 0.006 hartree. As for the SMILES: COP(=O)(OC)OC.COP(=O)(OC)OC.CN(C)C=O.CN(C)C=O.CN(C)C=O.CN(C)C=O.CN(C)C=O.


A molecular structure, C44H34N3O3P2PdTe, computed with wB97M-V/def2-TZVPD.

Last column: Mulliken spin population.
Element x y z (Å)
1 Pd 0.9948 1.5092 0.2596  1.149
2 O 3.9982 -0.4073 4.2858  0.000
3 C 4.7782 -0.6946 3.2291  0.001
4 C 5.8501 -1.5660 3.4321  0.001
5 C 6.6858 -1.9055 2.3861  0.001
6 C 6.4709 -1.3875 1.1127  0.000
7 C 5.4075 -0.5280 0.9112  0.005
8 C 4.5512 -0.1660 1.9496  0.013
9 C 3.3981 0.7296 1.6422  0.013
10 O 3.2197 1.1100 0.4529  0.062
11 N 2.6190 1.0322 2.6758  0.029
12 N 1.5706 1.8281 2.2582  0.177
13 C 0.9322 2.5386 3.1040  0.017
14 C -0.0615 3.5203 2.7070  -0.046
15 C -0.9010 4.0277 3.7058  -0.005
16 C -1.8470 4.9967 3.4471  0.005
17 C -1.9328 5.4995 2.1451  -0.003
18 C -1.0991 5.0498 1.1506  0.025
19 C -0.1249 4.0419 1.3742  0.014
20 O 0.6453 3.6780 0.4027  0.097
21 H 3.2897 0.2058 3.9564  -0.007
22 H 5.9978 -1.9620 4.4280  0.000
23 H 7.5114 -2.5836 2.5656  0.000
24 H 7.1209 -1.6551 0.2902  0.000
25 H 5.1940 -0.1154 -0.0664  -0.001
26 H 1.2000 2.4501 4.1579  0.018
27 H -0.7979 3.6245 4.7081  0.000
28 H -2.4967 5.3633 4.2304  0.000
29 H -2.6698 6.2597 1.9110  0.000
30 H -1.1680 5.4535 0.1482  -0.001
31 Te -2.0102 -1.6407 1.2987  0.000
32 C -3.1552 -3.1255 0.3380  0.000
33 C -3.5571 -4.2655 1.0249  -0.001
34 C -4.3040 -5.2236 0.3575  0.000
35 N -4.6648 -5.1350 -0.9203  0.000
36 C -4.2699 -4.0396 -1.5676  0.000
37 C -3.5286 -3.0192 -0.9960  0.002
38 C -1.1765 -0.7787 -0.3850  0.056
39 P -1.2931 1.0077 -0.3837  0.133
40 C -2.8919 1.5712 0.2623  -0.004
41 C -2.9974 1.9928 1.5826  0.022
42 C -4.2204 2.3943 2.0951  0.000
43 C -5.3502 2.3741 1.2907  0.002
44 C -5.2526 1.9572 -0.0294  0.001
45 C -4.0281 1.5617 -0.5437  -0.003
46 C -1.3831 1.5309 -2.1361  -0.032
47 C -1.0549 2.8436 -2.4655  0.045
48 C -1.0600 3.2471 -3.7918  -0.002
49 C -1.3815 2.3418 -4.7955  0.008
50 C -1.6984 1.0307 -4.4698  -0.003
51 C -1.6976 0.6258 -3.1431  0.012
52 P 0.6366 -0.8876 -0.3861  0.148
53 C 1.1987 -0.7629 -2.1380  -0.038
54 C 1.5673 0.4959 -2.6120  0.033
55 C 2.0049 0.6804 -3.9140  0.010
56 C 2.1055 -0.4121 -4.7649  0.005
57 C 1.7723 -1.6765 -4.3018  -0.002
58 C 1.3279 -1.8486 -2.9990  0.000
59 C 1.1545 -2.5646 0.0573  0.013
60 C 0.4155 -3.6849 -0.3250  0.009
61 C 0.8360 -4.9532 0.0367  0.001
62 C 1.9997 -5.1129 0.7790  0.002
63 C 2.7402 -4.0036 1.1579  0.002
64 C 2.3157 -2.7305 0.8030  0.014
65 H -3.2844 -4.4294 2.0603  0.000
66 H -4.6193 -6.1199 0.8830  0.000
67 H -4.5646 -3.9719 -2.6107  0.000
68 H -3.2175 -2.1595 -1.5791  0.002
69 H -2.1157 2.0265 2.2082  -0.004
70 H -4.2808 2.7326 3.1214  0.000
71 H -6.3060 2.6895 1.6902  0.000
72 H -6.1300 1.9438 -0.6641  0.000
73 H -3.9555 1.2470 -1.5772  0.002
74 H -0.7556 3.5324 -1.6810  0.004
75 H -0.7958 4.2672 -4.0422  0.000
76 H -1.3693 2.6546 -5.8324  0.001
77 H -1.9307 0.3159 -5.2500  0.000
78 H -1.9034 -0.4024 -2.8664  0.005
79 H 1.5177 1.3819 -1.9695  -0.001
80 H 2.2686 1.6731 -4.2545  0.001
81 H 2.4527 -0.2788 -5.7821  0.001
82 H 1.8629 -2.5360 -4.9541  0.000
83 H 1.0767 -2.8432 -2.6527  0.001
84 H -0.4981 -3.5514 -0.8897  0.003
85 H 0.2497 -5.8164 -0.2538  0.000
86 H 2.3255 -6.1048 1.0667  0.000
87 H 3.6452 -4.1209 1.7406  0.000
88 H 2.8919 -1.8673 1.1126  -0.007

The calculation puts the energy above the lowest of the compared OMol25 structures with the same formula, charge and spin at 12.0 kcal per mole. The expectation value of S² is 2.010. The HOMO energy (alpha / beta) comes out at -4.4 / -4.5 eV. The value obtained for the molecular weight is 948.742 g mol⁻¹. The value obtained for the electronic energy is -3165.72813 hartree. The calculation puts the HOMO-LUMO gap (alpha / beta) at 6.776 / 6.079 eV. The LUMO energy (alpha / beta) is 0.086 / 0.057 hartree. As for the charge: -1. Its spin multiplicity is 3.


Number 4 is which compound? C44H34N3O3P2PdTe


Which value of electronic energy does entry 2 give? -1114.03965 hartree


Which of these has the highest electronic energy? C4H7NS